Formula: C4H16NO2
Source: the OMol25 dataset
Level of theory: ωB97M-V with the def2-TZVPD basis set

Geometry as XYZ:
```
23
Properties=species:S:1:pos:R:3:forces:R:3
C 2.133 -0.630 -0.509 -0.111 -0.809 0.832
C 0.663 -0.906 -0.354 -2.789 1.494 -1.351
N 0.049 -0.048 0.754 0.162 -1.360 -0.595
C 0.002 1.406 0.489 0.253 1.170 2.673
C -0.458 2.102 1.796 -0.285 0.339 0.198
H 2.229 0.206 -1.205 0.629 -0.336 0.139
H 2.653 -1.561 -0.781 -0.096 0.594 -0.523
H 2.553 -0.414 0.495 -0.040 0.287 -0.557
H 0.029 -0.596 -1.259 1.527 -0.066 1.431
H 0.214 -1.886 -0.258 0.869 -0.614 0.681
H 0.539 -0.259 1.626 0.015 0.367 0.016
H -0.904 -0.452 0.859 0.059 0.588 -0.065
H -0.593 1.650 -0.374 -0.317 -0.278 -0.238
H 0.977 1.889 0.420 0.356 -0.942 -0.826
H 0.272 2.044 2.638 -0.333 -0.250 -0.818
H -0.570 3.154 1.581 0.147 0.413 -0.097
H -1.435 1.832 2.189 -0.114 -0.487 -0.128
H -3.414 -0.941 0.484 0.078 0.333 -0.730
H -2.684 -1.896 1.264 0.509 -0.448 -0.283
O -2.574 -1.418 0.425 -0.468 0.153 1.163
H -0.636 -0.876 -3.428 -0.142 0.021 0.097
H 0.730 -1.345 -3.815 0.055 0.062 0.374
O 0.226 -1.055 -3.036 0.037 -0.231 -1.393
```
Positions in Å, forces in eV/Å.

The total charge is +1. The calculation puts the calculated total energy at -366.98015 hartree. As for the HOMO-LUMO gap: 0.4530 Eh. Its energy relative to the best compared isomer or geometry (same formula, charge and spin) is 1.343 eV. The value obtained for the LUMO energy is -0.1054 hartree.

=====

Formula: C18H38NO30S7
Source: the OMol25 dataset
Level of theory: ωB97M-V with the def2-TZVPD basis set

Geometry as XYZ:
```
94
Properties=species:S:1:pos:R:3:forces:R:3
C -7.660 2.894 -0.476 0.392 0.536 -0.145
N -8.258 3.018 -1.794 -0.731 -0.389 0.995
C -8.397 1.740 -2.542 0.449 0.009 -2.001
C -7.333 1.470 -3.632 0.020 -0.949 0.926
C -6.091 0.858 -2.968 -0.919 1.944 -0.715
O -5.003 0.752 -3.948 0.009 -1.147 0.861
O -4.435 2.030 -4.042 0.438 1.100 -0.581
H -8.145 2.087 0.083 -0.013 0.209 -0.078
H -6.572 2.683 -0.476 -0.188 -0.104 -0.019
H -7.787 3.843 0.074 -0.055 -0.300 0.039
H -7.813 3.730 -2.356 0.241 -0.311 -0.064
H -8.436 0.883 -1.852 0.002 0.314 0.136
H -9.363 1.751 -3.077 0.005 0.207 0.464
H -7.034 2.427 -4.101 -0.132 -0.118 0.152
H -5.713 1.571 -2.198 0.517 -0.575 0.163
H -6.287 -0.117 -2.506 0.287 -0.009 -0.276
H -3.681 2.039 -3.433 -0.231 -0.446 0.152
C -3.591 -2.562 -2.121 0.113 0.563 -0.300
C -2.214 -2.774 -1.529 0.029 -0.509 0.013
O -2.266 -2.138 -0.249 -1.853 0.534 -0.345
S -3.746 -2.260 0.348 0.328 -0.106 -1.008
O -3.788 -3.365 1.244 -0.218 0.148 0.192
O -4.180 -0.964 0.728 0.002 -0.093 0.381
O -4.490 -2.696 -1.009 0.259 -0.174 0.509
H -3.698 -1.553 -2.529 -0.033 -0.028 -0.031
H -3.827 -3.286 -2.892 -0.200 -0.086 0.172
H -1.427 -2.339 -2.136 0.036 0.146 0.196
H -2.002 -3.833 -1.366 0.004 0.011 -0.071
C 1.794 -1.775 3.339 0.552 -0.124 0.040
C 2.163 -0.877 2.181 -0.424 0.052 0.233
O 2.111 -1.741 1.027 0.137 -0.614 0.261
S 0.970 -2.839 1.240 0.212 0.771 0.199
O -0.205 -2.390 0.572 1.278 -0.686 0.496
O 1.526 -4.128 1.009 -0.158 -0.036 -0.214
O 0.765 -2.635 2.818 -0.078 0.067 -0.293
H 2.638 -2.394 3.652 -0.015 0.003 -0.001
H 1.420 -1.216 4.193 -0.222 -0.090 -0.069
H 3.145 -0.434 2.285 -0.085 -0.228 -0.238
H 1.429 -0.094 2.046 -0.150 -0.127 0.011
C 5.488 -4.267 7.718 -0.188 0.212 0.360
C 4.227 -4.537 6.922 0.098 -0.474 -0.159
O 4.127 -3.429 6.024 0.224 0.266 0.271
S 5.602 -2.931 5.616 -0.105 -0.146 0.129
O 5.946 -3.510 4.370 0.156 0.116 -0.023
O 5.684 -1.539 5.857 -0.074 0.036 -0.115
O 6.406 -3.710 6.774 -0.228 -0.169 -0.279
H 5.312 -3.528 8.503 -0.030 -0.031 0.005
H 5.902 -5.171 8.158 0.172 0.030 -0.155
H 3.342 -4.599 7.549 -0.067 0.219 -0.108
H 4.318 -5.450 6.329 0.003 -0.021 0.057
C 6.510 2.832 2.033 0.404 0.278 -0.111
C 6.474 1.939 0.812 -0.522 0.128 -0.172
O 6.842 0.642 1.302 0.200 0.149 0.374
S 6.308 0.473 2.808 0.109 0.534 -0.238
O 5.075 -0.226 2.774 0.225 -0.158 0.291
O 7.390 0.066 3.625 -0.026 -0.251 -0.039
O 5.993 2.021 3.092 -0.169 -0.342 -0.201
H 7.533 3.118 2.288 0.000 -0.016 -0.030
H 5.902 3.726 1.912 -0.194 -0.139 0.155
H 7.164 2.262 0.036 0.135 -0.220 0.060
H 5.465 1.873 0.397 0.012 0.068 0.003
C 0.319 3.237 -0.265 -0.504 -0.428 0.111
C -0.047 4.162 0.874 -0.200 0.265 -0.082
O 0.733 3.680 1.987 0.224 -0.460 -0.082
S 2.120 3.099 1.449 -0.777 0.238 -0.380
O 3.130 4.088 1.595 0.305 -0.259 0.026
O 2.277 1.782 1.962 0.411 0.758 0.161
O 1.728 2.996 -0.099 0.165 0.343 0.320
H -0.202 2.281 -0.187 0.012 0.014 0.020
H 0.121 3.677 -1.235 0.228 -0.005 -0.028
H -1.108 4.127 1.110 0.088 -0.217 0.253
H 0.245 5.183 0.676 -0.004 0.010 0.042
C -0.103 -6.914 -3.022 0.122 0.172 0.508
C -1.484 -7.473 -2.751 0.063 -0.445 -0.249
O -2.375 -6.403 -3.082 0.282 0.338 0.028
S -1.754 -5.541 -4.286 0.194 -0.414 0.260
O -2.331 -5.973 -5.506 0.050 0.202 -0.115
O -1.745 -4.180 -3.890 -0.112 0.001 -0.315
O -0.257 -6.117 -4.203 -0.375 -0.182 -0.113
H 0.229 -6.263 -2.210 -0.007 -0.036 0.014
H 0.636 -7.694 -3.187 0.001 0.083 -0.233
H -1.618 -7.773 -1.715 -0.158 0.221 0.021
H -1.709 -8.318 -3.407 0.039 -0.013 0.027
C 0.273 6.347 -4.331 -0.474 0.278 0.002
C 1.181 7.551 -4.200 0.294 -0.132 -0.409
O 1.567 7.563 -2.819 -0.344 -0.262 0.178
S 1.657 6.054 -2.280 -0.114 0.265 -0.527
O 3.006 5.628 -2.323 -0.004 -0.154 0.220
O 0.870 5.955 -1.100 0.388 0.367 -0.298
O 0.866 5.352 -3.485 0.375 0.164 0.117
H -0.730 6.561 -3.957 0.010 0.008 -0.030
H 0.207 5.982 -5.352 0.119 -0.206 0.093
H 0.683 8.481 -4.464 0.008 0.052 0.264
H 2.084 7.438 -4.805 -0.039 -0.001 -0.027
```
Positions in Å, forces in eV/Å.

The total charge is -1. The calculation puts the calculated total energy at -5807.56734 hartree. As for the HOMO-LUMO gap: 0.0908 Eh. The value obtained for the LUMO energy is 0.0547 hartree.

=====

Formula: C2H2F2O3
Source: the OMol25 dataset
Level of theory: ωB97M-V with the def2-TZVPD basis set

Geometry as XYZ:
```
9
Properties=species:S:1:pos:R:3:forces:R:3
C -0.978 -0.497 0.071 -3.189 -1.157 1.755
C 0.336 0.007 0.121 2.098 1.920 -2.478
O -1.905 -0.051 0.672 0.101 0.523 -0.450
O 1.299 -0.860 -0.057 -1.723 -0.097 0.427
O 0.584 1.155 0.686 -0.163 0.362 0.129
F -1.008 -1.694 -0.441 -0.238 -1.033 -0.946
F -0.251 0.611 -1.542 0.624 -0.635 1.392
H 2.126 -0.424 -0.073 1.783 0.907 -0.004
H -0.203 1.752 0.564 0.707 -0.790 0.175
```
Positions in Å, forces in eV/Å.

The calculation puts the calculated total energy at -502.83083 hartree. As for the HOMO-LUMO gap: 0.4245 Eh. Its energy relative to the best compared isomer or geometry (same formula, charge and spin) is 1.648 eV. The value obtained for the LUMO energy is -0.0066 hartree.

=====

Formula: C4H8NO
Source: the OMol25 dataset
Level of theory: ωB97M-V with the def2-TZVPD basis set

Geometry as XYZ:
```
14
Properties=species:S:1:pos:R:3:forces:R:3
C -1.646 -1.594 0.248 5.757 3.991 1.337
C -0.630 -0.648 -0.120 -1.622 -3.543 -0.296
N -0.320 0.122 -1.330 -1.692 0.068 -2.361
C 0.686 0.016 0.105 -3.467 1.316 2.942
C 0.624 1.250 0.918 -0.637 3.815 -0.098
O 1.751 -0.618 -0.103 4.104 -0.444 -0.637
H -2.325 -1.912 -0.447 -1.821 -0.421 -1.637
H -1.680 -1.985 1.291 0.189 0.369 -1.070
H 0.274 -0.220 -2.090 0.006 -0.935 0.612
H -1.102 0.582 -1.883 0.938 0.060 1.637
H 0.261 1.149 1.962 -0.478 -0.554 -0.898
H -0.005 2.010 0.298 0.534 -1.401 1.574
H 1.497 1.909 1.137 0.359 -1.159 -0.857
H 2.613 -0.062 0.014 -2.169 -1.161 -0.248
```
Positions in Å, forces in eV/Å.

Its SMILES is C=C1[NH2+][C@]1(C)O. The total charge is +1. The calculation puts the calculated total energy at -286.82983 hartree. As for the HOMO-LUMO gap: 0.3870 Eh. Its energy relative to the best compared isomer or geometry (same formula, charge and spin) is 3.066 eV. The value obtained for the LUMO energy is -0.1493 hartree.